Molecular formula: C2H3N3O2
Method: DFT, ωB97M-V with the def2-TZVPD basis set

The total energy comes out at -392.70718 a.u. For the frontier orbital gap, the calculation gives 10.5 eV. The energy above the lowest of the compared OMol25 structures with the same formula, charge and spin comes out at 2.3500 eV. As for the spin multiplicity: 1. The LUMO energy comes out at 0.57 eV. As for the SMILES: [H]/N=c1/[nH]oc(=O)[nH]1.

Element x y z (Å)
O1 1.1515 -1.1966 -0.3673
N1 0.4456 0.8343 0.2489
C1 -0.6687 0.0218 0.1870
H1 -1.0306 -1.6280 -0.3952
H2 -2.4941 0.7790 0.4091
N2 -0.1900 -1.2669 0.1286
O2 2.6905 0.4852 -0.2915
H3 0.4574 1.8409 0.1750
N3 -1.9314 0.0355 0.0531
C2 1.5698 0.0949 -0.1477

Forces on the atoms, in the same order (eV/Å):
-0.1 0.0 -0.3
-0.1 0.0 0.0
-0.4 0.0 0.0
1.9 -1.1 -0.5
0.0 0.9 -0.1
-0.4 0.1 0.2
-0.7 -0.3 0.0
-0.1 -0.2 0.1
-0.2 0.5 0.5
0.1 0.1 -0.1

***

Molecular formula: C7H12N2
Method: DFT, ωB97M-V with the def2-TZVPD basis set

The total energy comes out at -383.23679 a.u. For the frontier orbital gap (alpha / beta), the calculation gives 7.4 / 7.4 eV. The energy above the lowest of the compared OMol25 structures with the same formula, charge and spin comes out at 5.0730 eV. As for the spin multiplicity: 1. The LUMO energy (alpha / beta) comes out at 0.47 / 0.47 eV.

Element x y z (Å)
C1 1.1940 0.1885 0.1618
H1 -0.7262 1.6689 1.9209
C2 0.4558 -0.6124 -0.9867
H2 -1.2203 2.7550 0.7139
C3 1.2542 -0.4812 1.5138
H3 -2.0183 -1.9657 -1.2402
N1 -1.2395 1.8026 1.0561
H4 2.1218 -1.1405 1.5799
N2 0.5255 -1.9392 -0.9998
H5 -2.5802 -0.6570 -2.2576
H6 1.3400 0.2582 2.3119
C4 -1.2813 -0.0947 -0.6828
H7 1.3671 -2.2967 -0.5487
H8 2.5971 1.7207 0.6180
C5 -2.3717 -0.9318 -1.2213
H9 -3.2765 -0.8756 -0.6161
H10 1.9679 1.6910 -1.1137
H11 0.3693 -1.0967 1.6780
C6 1.9491 1.2626 -0.1195
H12 0.6845 -0.0875 -1.9267
C7 -1.1123 0.8317 0.1588

Forces on the atoms, in the same order (eV/Å):
1.0 -0.4 -0.9
-0.2 0.1 0.0
1.6 0.4 0.8
0.1 -0.1 0.0
-0.2 0.1 -0.2
0.1 0.0 0.0
0.7 -0.2 -0.3
0.0 0.0 0.0
-0.1 0.1 -0.6
-0.1 0.1 0.1
0.1 0.0 0.0
0.7 1.2 1.3
-0.5 0.2 0.7
-0.1 0.1 0.1
0.2 -0.4 -0.3
0.0 0.1 -0.1
0.0 0.0 -0.1
0.0 0.0 0.0
-0.5 -0.6 0.0
-0.9 0.3 0.0
-1.8 -0.9 -0.7

***

Molecular formula: C46H138O23
Method: DFT, ωB97M-V with the def2-TZVPD basis set

The total energy comes out at -3565.61892 a.u. For the frontier orbital gap, the calculation gives 9.5 eV. The energy above the lowest of the compared OMol25 structures with the same formula, charge and spin comes out at 2.3884 eV. As for the spin multiplicity: 1. The LUMO energy comes out at 0.32 eV.

Element x y z (Å)
C1 -1.5027 -0.6834 5.3276
H1 3.3157 -1.2900 -2.9345
H2 0.3786 -4.2396 2.4230
H3 -0.3937 3.2904 0.2089
H4 3.2940 -7.6372 2.9698
H5 4.1551 -4.6831 -2.5910
H6 -4.6040 1.2015 2.8255
C2 0.3690 0.3175 -0.9276
H7 4.7831 0.2258 2.2822
H8 -9.4121 -0.4422 -0.2453
C3 -2.7219 1.0881 -2.8972
H9 2.7799 -6.5366 -1.6516
H10 5.6901 -0.0886 -2.7932
C4 -1.1293 3.7294 8.1585
C5 0.9787 3.4865 -2.2774
H11 -4.8013 -3.7511 -1.2219
H12 -0.8460 1.8741 7.1379
H13 -2.2499 1.4427 3.3516
C6 0.9178 -4.6992 -6.9508
H14 5.5486 -2.9537 2.9609
H15 -1.9841 3.8968 4.4157
C7 1.6971 -4.7160 -5.6996
H16 4.8187 2.9726 2.5066
O1 2.4405 0.4620 -3.3931
H17 5.5776 4.7622 -0.7185
C8 5.7210 1.8297 1.1523
H18 -1.6546 -0.3556 0.3815
H19 0.7497 2.2277 -3.8794
H20 -0.7894 -0.8124 6.1319
H21 -8.8362 -2.0431 -0.1055
H22 4.7490 -4.7198 0.8804
O2 -6.9473 -0.1493 0.4484
H23 -4.0482 -0.1356 -4.0782
H24 0.9940 -5.7130 -7.3756
H25 1.1941 -6.5651 3.8079
H26 1.8129 -2.6462 -5.8120
H27 2.9808 -0.6774 3.3819
H28 -1.7895 -6.0676 1.2863
O3 4.7964 2.8545 1.5456
C9 0.0637 -0.9303 -7.8049
H29 -2.1055 -4.5615 -5.2754
C10 -2.5644 -4.2767 -4.3041
H30 2.7644 -5.0433 -5.9008
H31 4.4133 4.5060 -1.9951
H32 -0.8193 8.2438 -2.3386
H33 -1.8081 0.6098 -3.3665
O4 -3.4352 3.8806 3.0002
H34 -1.4538 9.6500 -1.5562
C11 -0.7000 -4.2191 0.7378
H35 2.6545 3.5746 -1.2670
H36 4.7785 7.1701 -0.6270
O5 3.4084 -1.8576 0.9300
H37 -1.1060 -5.9764 -0.3529
O6 -0.8121 -2.6125 -3.9994
H38 5.8163 -2.1505 0.5573
O7 -0.9378 4.6246 1.7723
H39 -7.3931 0.2544 -1.5155
H40 -1.0799 -0.0286 4.5917
C12 -1.3006 -3.8907 -3.4393
C13 3.2910 -6.9044 3.8024
H41 -0.1195 -4.3396 -6.8182
H42 -4.3209 3.1270 1.1067
H43 0.7523 4.5170 0.6402
C14 0.8793 3.2906 -3.7436
H44 4.7072 -6.9112 -0.3007
H45 -4.2473 5.9012 4.6960
H46 1.0417 0.8256 -7.3074
H47 2.4948 -4.0846 -2.3354
C15 5.8839 -3.6178 2.0904
H48 5.4436 1.4447 0.1867
C16 -1.5192 -2.0446 4.6625
C17 -3.9049 0.4554 2.4782
H49 -2.3027 0.7940 -1.0182
O8 -0.4844 -3.8772 2.0905
C18 0.7707 2.9352 2.0956
C19 4.6181 5.0193 -1.0621
C20 6.5294 -2.9157 0.9436
H50 3.7372 -2.7386 1.1729
H51 0.8155 -1.2933 -8.4648
C21 -7.3852 -0.5852 -0.8483
H52 0.1016 3.0389 -1.7992
O9 4.7111 -4.2151 1.7261
H53 1.6895 -0.1346 -5.1601
C22 3.5628 -0.2316 -2.8830
C23 2.2041 -1.6656 1.5992
O10 -1.5933 0.0377 1.9824
C24 2.2415 -1.3842 3.0659
H54 -3.0943 -3.3286 -4.6343
H55 -0.6049 -2.5146 4.7309
H56 1.5159 -2.4844 1.3815
H57 0.0773 0.8672 -1.8323
H58 5.1141 0.0717 -4.5151
H59 0.9163 3.3927 3.0778
H60 0.2337 2.0495 2.3570
C25 -8.7957 -1.0963 -0.7037
H61 -5.1307 3.0711 -0.5555
O11 1.5573 -0.6507 -5.9507
O12 -2.7706 4.5838 -0.7536
C26 3.3964 -4.4583 -1.8536
H62 -9.1999 -1.1656 -1.7428
H63 -3.5145 3.4864 5.0378
C27 0.0657 3.8370 1.0823
H64 -4.4082 5.7146 -0.5705
H65 0.1888 -3.8927 0.0504
C28 2.0998 -5.9784 3.6768
H66 2.3809 -2.2996 3.6645
O13 2.1864 -5.0708 2.5568
C29 -3.9557 4.9045 -0.0136
H67 -3.1716 -3.4887 -0.7729
H68 -1.9830 8.4163 0.4283
C30 -3.7787 -0.0053 -3.0581
H69 1.3657 -5.4052 -4.9218
H70 -0.6274 -4.6990 -3.4326
H71 -1.5003 -3.6519 -2.3689
H72 -1.5574 -2.7944 2.8595
H73 -2.4287 -0.2901 5.6214
H74 6.4585 -0.0179 1.7735
H75 -3.9737 -3.9761 1.1122
H76 6.6278 -3.5876 0.1282
H77 -6.6660 -1.2981 -1.2081
H78 -5.9144 -1.8197 1.2249
O14 -2.5061 1.5637 -1.5806
H79 -0.6260 -0.3644 -8.5075
H80 3.9724 4.0529 0.5796
H81 -0.2050 0.3511 -6.0777
H82 -2.4981 1.8326 1.6794
O15 -1.7250 -0.7824 -0.5119
O16 2.1131 2.8996 -1.7530
C31 -4.1868 -3.0024 -0.7137
H83 -6.9147 0.8178 0.3984
H84 1.2520 -1.0815 3.3239
O17 1.5615 -3.3627 -5.1326
H85 0.9044 4.4996 -2.0693
O18 -2.0927 -2.1307 3.3948
H86 -1.5892 -3.6323 0.4524
H87 -2.6153 4.0606 2.4145
H88 3.7240 -3.5882 -1.3000
H89 1.6687 -0.8820 1.0844
H90 6.7190 2.2144 1.1212
H91 -0.5234 -1.6565 -7.3054
H92 -0.0156 8.9342 -0.8530
H93 -0.0033 -1.6077 -0.1822
H94 1.4380 0.1349 -0.9959
O19 1.0745 2.7734 7.3427
C32 -4.2860 -2.9753 0.7444
H95 -0.5032 3.3324 6.1208
H96 4.8810 6.6032 -2.3580
H97 -2.8120 6.1056 3.7652
H98 -1.1256 5.4266 1.2641
H99 -3.6258 5.2011 0.9708
O20 -5.6478 -2.7733 1.2686
H100 -4.1688 0.2031 1.3966
C33 -3.0269 4.1427 4.3556
O21 -1.4011 6.6027 -0.0684
H101 3.7239 -0.0636 -1.7932
H102 1.7303 3.6669 -4.3503
H103 2.3879 1.3669 -2.9474
C34 4.8987 0.2693 -3.4431
H104 -1.7799 -0.8329 2.4322
H105 -0.0196 -2.8455 -4.5657
H106 -4.7703 0.2699 -2.6548
H107 -2.2249 3.6359 8.0615
H108 -5.8080 4.1034 0.6836
H109 0.0048 -6.2242 1.0402
H110 1.7365 2.5989 1.5782
H111 3.3791 6.6220 -1.4881
H112 4.9331 1.3744 -3.3108
C35 0.6027 0.0013 -6.7638
H113 -2.1697 -2.7008 5.2652
C36 -0.3748 -0.9873 -0.9482
H114 -3.5731 -2.1877 1.1869
H115 -3.8631 -0.4706 3.0401
C37 -0.3483 2.8800 7.0600
C38 -1.8384 7.9411 -0.4770
H116 -2.8307 7.7468 -1.0230
H117 0.0591 1.0055 -0.1225
H118 -3.2096 -5.0381 -3.8360
H119 1.3735 -4.0363 -7.7111
C39 4.4250 6.4884 -1.3919
H120 -2.5832 5.9462 5.5696
H121 3.1732 -7.3697 4.8139
H122 4.1649 -6.3095 3.7674
H123 -2.9119 3.7215 -1.2301
H124 -3.0777 1.9062 -3.5449
H125 1.5741 3.0528 6.5351
H126 7.5217 -2.5573 1.2116
O22 3.6230 4.6356 -0.1316
C40 -0.9269 8.7048 -1.3632
O23 4.5484 -6.0267 -0.5084
C41 -3.2167 5.6367 4.6497
C42 -4.8757 3.6967 0.3298
H127 -4.2310 -1.9923 -1.0853
H128 -1.6916 5.9565 -0.6740
C43 5.7318 0.6901 2.1329
H129 -0.7712 4.7427 8.2033
H130 2.6046 -5.5911 -0.0920
H131 6.1038 1.0733 3.0881
H132 -0.5156 -1.5683 -1.8707
C44 -0.8806 -5.7355 0.7073
H133 -3.5066 -0.9821 -2.6595
C45 3.1621 -5.7417 -1.0181
H134 -0.1019 3.7711 -4.1020
H135 2.0620 -5.3691 4.6384
H136 3.0378 -4.6046 2.5431
H137 -0.8960 3.2925 9.1746
C46 -2.5007 1.0029 2.3752
H138 6.6035 -4.3647 2.3985

Forces on the atoms, in the same order (eV/Å):
1.7 -1.0 -1.4
0.4 -0.2 -0.6
-0.7 0.3 -0.6
0.3 0.2 1.1
0.1 0.2 0.7
0.0 0.0 -0.3
-0.2 0.0 0.3
-0.2 0.5 -1.7
-0.7 -0.4 -0.1
-1.7 2.5 1.7
0.0 -1.1 -1.0
0.0 -0.2 0.2
0.3 -0.4 -0.2
1.2 -1.8 0.6
-1.2 -0.7 -0.1
-0.5 0.5 0.2
0.8 0.7 -0.6
0.3 -0.1 -0.1
-0.3 -0.7 -1.5
1.1 -0.6 -1.1
0.8 0.0 0.2
1.2 1.6 0.7
0.1 -0.2 -0.3
-0.1 1.5 0.6
1.4 -0.2 0.5
-0.7 -0.3 0.8
-0.1 -0.5 -0.1
0.1 -0.4 -0.6
-0.1 0.5 0.5
0.0 0.6 -0.9
0.3 -0.1 0.4
0.4 0.7 -0.1
0.3 -0.2 -1.3
-0.6 0.2 -0.1
-0.5 0.2 -1.3
-0.5 -1.3 1.4
0.3 0.6 0.0
1.1 0.5 -0.3
0.0 0.0 0.0
-1.4 1.7 -0.8
-0.5 -0.6 0.5
1.2 1.4 -0.3
-0.9 0.8 0.2
0.2 -0.5 -0.3
0.5 -0.2 0.0
-0.4 0.9 0.6
1.2 0.1 -0.4
0.2 0.0 0.0
1.0 -0.2 -0.4
-0.5 -0.7 -0.1
0.3 0.1 0.0
0.9 -0.2 -0.1
0.3 -0.4 0.5
0.8 -2.0 -0.1
0.9 0.0 0.4
0.1 -0.8 0.2
0.1 0.5 -0.5
0.5 0.8 -0.2
-2.3 2.8 -0.3
-1.4 -0.7 0.1
0.4 -0.5 0.0
-0.9 0.1 -0.6
0.9 0.7 -0.3
-1.5 0.5 -1.4
0.0 -2.3 0.5
-0.8 0.2 0.5
0.3 0.7 0.2
-0.2 -0.4 -0.3
0.9 1.0 1.5
-0.3 0.3 -0.5
-3.3 -0.6 1.9
0.2 -0.5 -2.4
0.1 -0.3 -0.2
1.1 0.5 1.0
1.2 -0.2 -1.2
-1.6 0.7 -0.3
-1.0 1.6 -0.1
0.1 0.2 -0.1
0.8 -0.7 -0.2
-0.6 0.3 1.2
-0.1 -0.1 -0.2
-2.5 -1.3 -1.1
0.3 0.3 0.9
0.5 0.6 1.1
-1.4 0.0 -0.8
1.1 -0.9 -0.4
0.1 -1.5 0.5
0.2 -1.1 1.1
2.5 -0.7 -0.3
0.1 -0.5 0.4
0.3 0.0 0.0
-0.2 -0.1 0.7
0.5 0.6 -0.4
-0.7 -0.8 -0.3
1.5 -3.0 -2.2
0.4 0.3 0.5
0.2 -0.7 -0.9
-0.5 -2.0 -0.9
-0.8 -0.4 0.3
0.1 -0.7 0.7
-0.9 -0.5 0.4
-1.4 -0.3 0.4
-0.7 0.2 0.2
-1.4 -0.5 1.2
0.9 1.5 1.9
0.3 0.1 -0.2
-1.3 -0.9 0.3
0.0 -1.1 0.1
-0.5 1.1 -0.9
-0.6 1.3 1.7
-1.0 0.1 1.1
-0.4 0.1 -0.1
1.4 -0.8 -0.3
-0.3 -0.3 -0.7
-0.6 0.6 0.7
-1.4 0.3 0.6
0.2 -0.6 0.0
-0.3 0.6 0.3
0.3 -1.0 -0.7
0.1 -0.6 -0.2
0.6 -1.0 -0.1
-0.4 0.6 -0.6
0.6 -0.5 1.0
0.1 0.2 -0.6
0.3 0.0 -0.8
0.3 0.1 -0.4
-0.8 0.6 0.2
1.9 0.0 0.7
1.6 -1.2 -0.5
0.2 -0.4 0.4
-0.7 0.7 0.4
1.3 -0.1 -1.1
0.2 2.2 0.7
0.7 -0.2 -1.9
0.4 -0.4 -0.2
-1.3 -0.3 1.2
0.3 -0.1 0.7
0.2 0.8 0.0
0.7 0.5 -0.3
-0.4 -1.3 0.1
0.8 0.0 0.0
1.1 -1.2 0.6
0.1 0.3 0.3
-0.4 0.5 -1.1
-1.0 0.4 2.8
-0.2 0.3 -1.3
0.4 0.8 -0.4
0.3 0.5 -0.1
0.1 0.2 -0.3
0.1 0.8 0.1
0.8 0.7 -0.4
-0.2 0.0 1.3
0.3 1.0 -1.3
1.3 2.8 1.0
-0.7 0.1 -0.3
-0.5 -0.2 0.5
0.2 -1.5 -0.6
-0.2 0.5 -0.6
0.0 0.6 0.1
-0.7 0.4 0.8
0.5 0.1 0.5
0.5 0.3 -0.3
-0.3 0.0 0.6
0.7 -0.5 0.2
-1.0 0.4 1.1
-1.1 0.3 -0.2
-0.2 -0.6 -0.1
-0.5 0.3 0.6
0.2 0.1 0.4
-1.6 0.1 0.6
-1.0 -1.1 -0.6
-0.5 0.0 0.3
-0.8 -0.4 2.7
-1.5 -3.4 -1.7
1.1 0.7 0.9
0.4 -0.7 0.2
0.2 0.3 -0.5
0.0 -0.2 0.5
0.8 -0.9 0.4
-1.3 -0.3 -1.4
0.4 0.0 -1.0
1.2 0.4 0.0
0.4 0.9 0.7
0.5 0.1 0.5
-0.8 -0.4 1.1
-0.1 0.4 -0.1
-0.4 -0.4 0.6
-0.8 0.6 -0.4
-1.1 2.4 -1.0
1.9 -0.7 1.0
1.2 0.1 -1.1
0.1 0.0 -0.7
-0.8 -1.4 -1.4
0.7 0.7 0.4
-0.2 0.6 -0.2
-0.6 0.0 -0.4
-0.1 -0.2 0.1
0.9 0.6 -0.1
-2.2 0.7 -1.5
0.2 0.2 0.1
2.2 1.3 0.5
1.4 -0.6 0.3
0.2 -0.3 -1.0
0.2 -0.3 0.2
-0.1 0.3 -1.0
-1.1 1.1 1.3
0.2 -0.3 0.8